(1)
Below is a single C3H7NO2 molecule, with properties calculated with ωB97M-V with the def2-TZVPD basis set.

Properties
**Energy above the lowest of the compared OMol25 structures with the same formula, charge and spin**: 13.0 kcal/mol
**SMILES**: NC(=O)CCO
**E**: -323.76032 hartree
**HOMO level**: -9.817 eV
**Kohn-Sham gap**: 10.6 eV
**E_LUMO**: 0.76 eV

Atoms and positions in Å:
N 1.2651 -1.0580 0.6618
C -0.0483 -1.1955 0.3172
O -0.5088 -2.2430 -0.1020
C -0.8654 0.0730 0.4955
C -0.6206 1.0805 -0.6321
O 0.7410 1.4758 -0.7179
H 1.6594 -0.1428 0.8148
H 1.8759 -1.8452 0.5096
H -0.6141 0.5507 1.4498
H -1.9185 -0.2171 0.5192
H -0.9706 0.6790 -1.5915
H -1.1928 1.9891 -0.4270
H 1.1976 0.8536 -1.2975

Atoms 1-3, force components in eV/Å:
N 0.056 -0.104 -0.040
C 0.018 -0.077 -0.035
O 0.071 0.321 0.138

Atom charges from the Mulliken analysis, given in e for atoms 1 to 5:
1 N -0.40
2 C 0.47
3 O -0.62
4 C -0.43
5 C -0.48


(2)
Below is a molecular structure, C4H8O2Tm at a distorted geometry, with properties calculated with ωB97M-V with the def2-TZVPD basis set.

Properties
**2S+1**: 4
**Total charge**: +2
**E**: -1392.11760 hartree
**HOMO level (spin up / spin down)**: -16.298 / -16.561 eV
**Kohn-Sham gap (spin up / spin down)**: 7.5 / 6.0 eV
**⟨S²⟩**: 3.7697
**E_LUMO (spin up / spin down)**: -8.82 / -10.54 eV

Atoms and positions in Å:
H 2.9121 -1.7599 1.3913
C 1.9709 -1.1240 -0.4004
C 2.1419 -1.1100 0.9478
O 1.6403 -0.2158 1.7851
Tm 0.0816 1.2582 2.0114
H 1.8970 -0.1654 -0.9239
H 2.1098 -2.0630 -0.9387
O -1.8514 1.3492 0.7035
C -1.8892 0.3453 -0.3394
C -0.8076 0.6561 -1.3055
H -2.7267 1.5423 1.0572
H -2.8805 0.3846 -0.8191
H -1.7429 -0.6363 0.1307
H -0.0707 1.4136 -1.0372
H -0.7847 0.1252 -2.2626

Atoms 1-3, force components in eV/Å:
H -0.620 -0.348 0.007
C 0.085 0.155 -1.963
C 0.372 1.919 4.372

Atom charges from the Mulliken analysis, given in e for atoms 1 to 5:
1 H 0.39
2 C -0.58
3 C 0.38
4 O -0.56
5 Tm 1.50


Which of these has the highest E? C3H7NO2


What is the E in the first record? -323.76032 hartree


Among the records above, which one has the lowest E? C4H8O2Tm


Number 2 is which compound? C4H8O2Tm